Record 1
A single C11H21NO9 molecule at a distorted geometry, computed with wB97M-V/def2-TZVPD.

Structure (XYZ):
```
42
C11H21NO9 wB97M-V/def2-TZVPD
N 2.958 -3.640 1.892
C 1.496 -3.561 1.587
C 0.451 -3.794 2.763
O -0.503 -4.476 2.620
C 1.175 -2.224 0.998
O 1.692 -1.133 1.786
C 1.743 -2.056 -0.408
O 3.133 -1.688 -0.475
C 1.086 -0.807 -1.156
O 1.694 0.411 -0.492
C -0.496 -0.902 -1.411
C -1.306 0.239 -0.800
O -0.851 0.452 0.633
C -1.098 1.470 -1.715
O 0.217 2.070 -1.694
C -2.089 2.730 -1.479
O -1.476 3.973 -1.961
C -2.470 2.976 -0.003
O -3.224 4.275 -0.074
C -1.405 3.365 1.065
O -1.737 3.800 2.121
H 3.493 -2.801 1.718
H 3.183 -4.205 2.713
H 1.092 -4.332 0.824
H 0.779 -3.639 3.767
H 0.065 -2.101 0.974
H 2.114 -0.429 1.209
H 1.654 -2.990 -1.038
H 3.240 -0.729 -0.422
H 1.502 -0.856 -2.144
H 1.208 1.236 -0.850
H -1.014 -1.819 -1.094
H -0.640 -0.878 -2.498
H -2.399 0.044 -0.876
H 0.104 0.089 0.816
H -1.334 1.249 -2.790
H 0.229 2.963 -2.089
H -2.983 2.505 -2.024
H -1.955 4.784 -1.573
H -3.129 2.265 0.265
H -3.745 4.408 0.756
H -0.454 3.755 0.559
```

Calculated values
- DFT total energy: -31660.691 eV
- SMILES string: N[C@@H](C=O)[C@@H](O)[C@H](O)[C@H](O)C[C@@H](O)[C@H](O)[C@H](O)[C@H](O)C=O
- Energy above the lowest of the compared OMol25 structures with the same formula, charge and spin: 10.7 kcal/mol
- Strongest force on any atom: 3.99 eV/Å

---

Record 2
C4H5KO6 as an isolated structure at a distorted geometry, computed with wB97M-V/def2-TZVPD.

Structure (XYZ):
```
16
C4H5KO6 wB97M-V/def2-TZVPD
H -0.789 0.017 -0.240
O 2.203 1.518 -0.578
C 1.686 0.517 -0.033
O 1.215 0.551 1.136
O 1.459 -0.546 -0.820
C 0.938 -1.756 -0.259
O -1.310 -0.805 0.057
C -2.400 2.587 0.467
C -0.566 -1.903 -0.426
O -1.381 3.013 0.061
O -3.372 2.397 1.063
K 1.333 3.673 0.939
H 1.212 -1.836 0.803
H 1.440 -2.554 -0.818
H -0.783 -2.085 -1.494
H -0.883 -2.789 0.142
```

Calculated values
- DFT total energy: -32840.455 eV
- Energy above the lowest of the compared OMol25 structures with the same formula, charge and spin: 16.9 kcal/mol
- Strongest force on any atom: 3.06 eV/Å

---

Record 3
An isolated ion of composition C2H2NO2S2 and charge -1 at a distorted geometry, computed with wB97M-V/def2-TZVPD.

Structure (XYZ):
```
9
C2H2NO2S2 wB97M-V/def2-TZVPD
C 0.955 -0.377 -1.379
C -0.117 0.464 -0.568
N 2.121 -0.229 -0.843
O 0.666 -1.181 -2.237
O 3.757 -0.349 1.047
S 0.126 2.164 -0.277
S 3.303 0.428 -0.082
H -1.003 0.222 -1.212
H -0.166 -0.168 0.239
```

Calculated values
- Charge: -1
- DFT total energy: -29361.768 eV
- Energy above the lowest of the compared OMol25 structures with the same formula, charge and spin: 58.8 kcal/mol
- Strongest force on any atom: 6.07 eV/Å

---

Record 4
CH3BrCl2Si as an isolated structure at a distorted geometry, computed with wB97M-V/def2-TZVPD.

Structure (XYZ):
```
8
CH3BrCl2Si wB97M-V/def2-TZVPD
C -2.818 1.197 0.711
Si 1.919 -0.376 -0.204
Cl -2.901 1.018 -0.891
Cl -2.717 -0.163 1.540
Br -0.233 -0.982 -0.612
H 2.969 -1.044 -0.945
H 1.867 0.931 -0.755
H 1.914 -0.581 1.155
```

Calculated values
- DFT total energy: -104047.610 eV
- Energy above the lowest of the compared OMol25 structures with the same formula, charge and spin: 129.6 kcal/mol
- Strongest force on any atom: 3.49 eV/Å

---

Record 5
C34H39BeN5O3P2S as an isolated structure at a distorted geometry, computed with wB97M-V/def2-TZVPD.

Structure (XYZ):
```
85
C34H39BeN5O3P2S wB97M-V/def2-TZVPD
Be 1.390 0.294 -0.105
C -4.254 2.211 2.410
C -3.362 1.282 2.783
C -2.926 0.114 1.925
C -2.729 0.511 0.446
C -3.749 -0.106 -0.450
C -5.073 0.014 -0.248
C -5.688 0.846 0.833
C -4.965 2.205 1.097
C 2.497 1.459 -1.284
H -4.508 3.030 3.088
H -2.923 1.290 3.793
H -3.615 -0.751 1.988
H -1.963 -0.250 2.320
H -2.751 1.602 0.376
H -1.701 0.290 0.120
H -3.340 -0.650 -1.297
H -5.788 -0.495 -0.900
H -5.735 0.272 1.776
H -6.732 1.089 0.571
H -4.266 2.410 0.277
H -5.697 3.029 1.060
H 1.944 2.394 -1.068
H 2.677 1.590 -2.364
H 3.464 1.436 -0.756
P 1.836 -0.650 -1.888
P 1.427 -1.464 1.123
N 0.542 -0.666 -3.049
N 3.195 -0.813 -3.158
N 0.163 -2.819 1.148
N 1.935 -1.835 2.763
C 1.985 -2.413 -1.336
C 2.609 -2.422 0.076
C 0.271 0.441 -3.874
C -0.349 0.002 -5.033
C -0.496 -1.424 -4.930
C 0.055 -1.804 -3.713
C 4.397 -0.114 -3.169
C 5.333 -0.826 -3.905
C 4.686 -2.002 -4.393
C 3.369 -1.950 -3.959
C -1.174 -2.736 0.745
C -1.667 -4.015 0.531
C -0.608 -4.932 0.818
C 0.470 -4.179 1.244
C 1.198 -2.454 3.789
C 2.077 -3.001 4.717
C 3.411 -2.683 4.283
C 3.297 -1.959 3.103
H 2.582 -3.058 -1.997
H 0.962 -2.818 -1.307
H 2.768 -3.446 0.456
H 3.573 -1.882 0.118
H 0.498 1.435 -3.518
H -0.640 0.625 -5.876
H -0.925 -2.086 -5.679
H 0.102 -2.773 -3.239
H 4.472 0.830 -2.661
H 6.360 -0.539 -4.042
H 5.133 -2.807 -4.955
H 2.559 -2.643 -4.127
H -1.665 -1.775 0.661
H -2.663 -4.264 0.198
H -0.630 -6.002 0.711
H 1.426 -4.507 1.608
H 0.123 -2.429 3.793
H 1.815 -3.597 5.575
H 4.336 -2.973 4.764
H 4.048 -1.510 2.464
O 0.957 1.239 1.074
C 0.195 2.223 0.656
N -0.509 2.138 -0.471
S -1.116 3.687 -0.905
O -0.415 4.230 -2.044
O -2.562 3.666 -0.928
C -0.538 4.418 0.619
C -0.716 5.717 1.089
C -0.174 6.056 2.338
C 0.618 5.133 3.048
C 0.793 3.836 2.575
C 0.144 3.487 1.381
H -1.267 6.447 0.502
H -0.299 7.059 2.751
H 1.084 5.414 3.990
H 1.398 3.070 3.058
```

Calculated values
- DFT total energy: -79293.242 eV
- Energy above the lowest of the compared OMol25 structures with the same formula, charge and spin: 61.2 kcal/mol
- Strongest force on any atom: 4.89 eV/Å

---

Record 6
A 2-piece molecular cluster, C3H3ClS overall at a distorted geometry, computed with wB97M-V/def2-TZVPD.

Structure (XYZ):
```
8
C3H3ClS wB97M-V/def2-TZVPD
C -1.112 -0.664 -1.241
C -0.153 -0.613 -0.352
C 0.765 -0.607 0.431
S 1.946 -0.693 1.508
H -2.079 -0.961 -0.998
H -0.744 -0.650 -2.191
Cl 0.696 2.656 1.149
H 0.682 1.532 1.694
```

Calculated values
- DFT total energy: -26514.232 eV
- SMILES string: C=C=C=S.Cl
- Energy above the lowest of the compared OMol25 structures with the same formula, charge and spin: 39.9 kcal/mol
- Strongest force on any atom: 6.46 eV/Å

---

Record 7
A 4-piece molecular cluster, C29H54FN3O10P overall at a distorted geometry, computed with wB97M-V/def2-TZVPD.

Structure (XYZ):
```
98
C29H54FN3O10P wB97M-V/def2-TZVPD
C 3.614 -2.350 1.498
C 2.709 -2.784 0.174
O 3.644 -3.101 -0.918
C 3.298 -2.368 -2.163
C 4.123 -0.944 -2.288
O 3.654 0.036 -1.271
C 3.927 1.392 -1.853
C 2.505 2.030 -2.469
N 1.590 1.013 -2.969
N 0.482 1.610 -3.446
C -0.556 0.586 -3.966
C -1.755 0.408 -2.839
C -3.275 0.530 -3.436
O -4.147 -0.539 -2.909
C -5.434 -0.020 -2.426
C -6.014 -0.645 -0.988
O -6.223 0.868 -3.032
C 0.104 3.011 -3.556
P -1.575 3.553 -4.332
O -1.317 4.761 -5.369
C 1.027 4.226 -3.026
C 0.663 5.819 -3.066
C -0.585 6.133 -2.005
O -1.185 5.209 -1.246
F -1.107 7.533 -1.874
C 2.392 3.614 -2.392
O 3.461 4.427 -1.791
C 2.986 4.637 -0.383
N 2.711 4.575 0.877
H 3.112 -2.795 2.484
H 3.619 -1.165 1.537
H 4.709 -2.753 1.386
H 2.033 -3.714 0.397
H 2.020 -1.856 -0.081
H 3.600 -3.060 -3.065
H 2.129 -2.176 -2.273
H 5.288 -1.054 -2.276
H 3.811 -0.473 -3.339
H 4.784 1.385 -2.649
H 4.164 2.076 -0.903
H -0.934 0.827 -5.045
H -0.067 -0.502 -4.051
H -1.542 1.256 -2.025
H -1.587 -0.632 -2.284
H -3.343 0.613 -4.608
H -3.709 1.563 -3.022
H -6.357 0.222 -0.246
H -5.185 -1.324 -0.517
H -6.967 -1.289 -1.301
H -2.257 2.539 -5.081
H -2.529 4.008 -3.310
H 1.592 6.422 -2.625
H 0.433 6.251 -4.132
C -0.619 -3.549 4.579
C -0.472 -3.625 3.068
O 0.654 -4.390 2.645
C 0.678 -5.758 3.046
C -0.508 -6.558 2.536
H 0.286 -3.124 5.032
H -1.476 -2.923 4.849
H -0.773 -4.534 5.024
H -0.328 -2.612 2.679
H -1.385 -4.006 2.602
H 0.766 -5.830 4.135
H 1.598 -6.190 2.635
H -1.456 -6.176 2.922
H -0.419 -7.605 2.841
H -0.558 -6.514 1.443
C 2.980 7.684 1.083
C 4.023 7.713 -0.021
O 4.015 8.921 -0.778
C 4.269 10.124 -0.056
C 5.624 10.143 0.630
H 1.975 7.832 0.666
H 3.006 6.724 1.608
H 3.144 8.472 1.821
H 3.813 6.901 -0.724
H 5.025 7.523 0.377
H 3.461 10.312 0.658
H 4.231 10.942 -0.785
H 5.716 9.350 1.376
H 5.781 11.100 1.136
H 6.426 9.998 -0.102
C -5.419 -6.518 4.815
C -5.272 -6.594 3.304
O -4.146 -7.359 2.881
C -4.122 -8.727 3.282
C -5.308 -9.528 2.772
H -4.514 -6.093 5.267
H -6.276 -5.892 5.084
H -5.573 -7.503 5.260
H -5.128 -5.582 2.914
H -6.185 -6.976 2.837
H -4.034 -8.799 4.371
H -3.202 -9.159 2.870
H -6.256 -9.146 3.157
H -5.219 -10.575 3.076
H -5.358 -9.484 1.679
```

Calculated values
- Charge: +1
- DFT total energy: -67874.559 eV
- Strongest force on any atom: 11.24 eV/Å

---

Record 8
C27H17F9MoO2S4 as an isolated structure, computed with wB97M-V/def2-TZVPD.

Structure (XYZ):
```
60
C27H17F9MoO2S4 wB97M-V/def2-TZVPD
Mo 0.031 0.121 -0.065
S -0.939 2.247 -0.798
C 0.269 3.038 -1.754
C -0.025 4.214 -2.457
C 0.956 4.852 -3.183
C 2.255 4.340 -3.230
C 2.559 3.186 -2.542
C 1.570 2.536 -1.796
S 1.959 1.082 -0.920
H -1.030 4.611 -2.423
H 0.714 5.757 -3.724
H 3.018 4.842 -3.808
H 3.557 2.769 -2.571
C 0.190 0.644 1.775
C 0.376 1.068 2.948
C 0.617 1.551 4.164
C 1.717 2.524 4.314
C 2.815 2.466 3.454
C 3.823 3.409 3.548
C 3.742 4.424 4.493
C 2.647 4.494 5.342
C 1.638 3.548 5.256
C -0.197 1.110 5.311
C -1.510 0.680 5.110
C -2.266 0.225 6.175
C -1.719 0.187 7.451
C -0.412 0.603 7.657
C 0.347 1.066 6.594
H 2.873 1.676 2.714
H 4.671 3.354 2.879
H 4.529 5.162 4.563
H 2.573 5.291 6.069
H 0.774 3.619 5.903
H -1.931 0.716 4.114
H -3.284 -0.100 6.010
H -2.311 -0.168 8.283
H 0.022 0.562 8.647
H 1.374 1.367 6.754
C 1.323 -3.878 -3.242
O 1.616 -3.411 -1.918
C 1.089 -2.268 -1.531
S 0.146 -1.287 -2.480
S 1.462 -1.842 0.103
H 1.771 -4.864 -3.301
H 1.763 -3.208 -3.980
H 0.245 -3.928 -3.391
F -3.041 0.303 1.957
C -3.749 -0.225 0.955
F -4.146 0.773 0.167
F -4.831 -0.813 1.474
C -2.871 -1.231 0.150
O -1.638 -0.688 -0.005
C -3.506 -1.493 -1.248
F -3.010 -2.606 -1.794
F -4.834 -1.636 -1.154
F -3.246 -0.479 -2.066
C -2.711 -2.565 0.934
F -3.833 -3.291 0.892
F -2.417 -2.320 2.214
F -1.721 -3.289 0.420
```

Calculated values
- DFT total energy: -102024.526 eV
- Energy above the lowest of the compared OMol25 structures with the same formula, charge and spin: 3.4 kcal/mol
- Strongest force on any atom: 0.67 eV/Å

---

Record 9
C5H12ClCrEuO2 as an isolated structure at a distorted geometry, computed with wB97M-V/def2-TZVPD.

Structure (XYZ):
```
22
C5H12ClCrEuO2 wB97M-V/def2-TZVPD
Eu -0.796 0.959 2.716
Cl -0.432 2.550 0.721
C -2.509 -0.251 1.497
H -2.750 -0.898 2.371
H -2.348 -0.782 0.571
H -3.171 0.617 1.412
Cr 0.535 -0.237 -1.879
C 2.385 0.613 -2.313
C -0.764 0.101 -3.459
C 0.752 -1.907 -1.091
H -1.256 -0.871 -3.670
H -1.551 0.860 -3.308
H -0.162 0.388 -4.345
H 3.147 -0.134 -2.011
H 2.431 0.751 -3.411
H 2.610 1.578 -1.828
H -0.062 -2.658 -0.939
H 1.756 -2.387 -1.019
O -0.092 -0.519 4.476
C 0.569 0.440 5.016
O 0.750 1.590 4.478
H 0.957 0.196 6.017
```

Calculated values
- Charge: -2
- DFT total energy: -69743.509 eV
- Energy above the lowest of the compared OMol25 structures with the same formula, charge and spin: 18.7 kcal/mol
- Strongest force on any atom: 2.54 eV/Å
- 2S+1: 11
- Expectation value of S²: 30.298

---

Record 10
A single C10H19N5O5 molecule at a distorted geometry, computed with wB97M-V/def2-TZVPD.

Structure (XYZ):
```
39
C10H19N5O5 wB97M-V/def2-TZVPD
H 2.341 -3.574 3.573
N 2.471 -2.476 3.357
C 2.158 -2.388 2.090
N 2.673 -1.283 1.294
N 1.454 -3.246 1.213
C 0.802 -2.940 -0.038
C -0.562 -2.221 0.214
C -1.140 -1.656 -1.067
C -1.912 -0.288 -1.095
N -1.245 0.822 -0.495
C 0.067 0.936 -0.512
O 0.800 0.132 -1.050
C 0.747 2.167 0.153
N 2.130 1.865 0.250
C 0.534 3.364 -0.836
C -0.967 3.710 -1.032
O -2.006 3.374 -0.408
O -1.076 4.779 -1.794
C -3.346 -0.489 -0.367
O -4.314 -1.046 -0.800
O -3.327 0.007 0.891
H 1.808 -0.800 0.773
H 3.257 -0.522 1.842
H 1.119 -4.273 1.482
H 1.493 -2.502 -0.686
H 0.561 -3.959 -0.593
H -1.227 -3.010 0.564
H -0.594 -1.350 0.959
H -0.137 -1.732 -1.712
H -1.965 -2.286 -1.579
H -2.095 -0.045 -2.210
H -1.710 1.717 -0.426
H 0.234 2.455 1.019
H 2.423 1.110 -0.428
H 2.885 2.646 0.212
H 1.293 3.269 -1.775
H 0.833 4.434 -0.335
H -1.954 5.068 -1.906
H -2.504 0.233 1.259
```

Calculated values
- DFT total energy: -28363.945 eV
- SMILES string: [H]/N=C(/N)NCCC[C@H](NC(=O)[C@@H](N)CC(=O)O)C(=O)O
- Energy above the lowest of the compared OMol25 structures with the same formula, charge and spin: 97.1 kcal/mol
- Strongest force on any atom: 4.54 eV/Å

---

Record 11
A single C5H5N molecule at a distorted geometry, computed with wB97M-V/def2-TZVPD.

Structure (XYZ):
```
11
C5H5N wB97M-V/def2-TZVPD
C 2.163 0.912 -0.418
C 0.821 0.336 -0.431
C -0.283 -0.136 -0.348
C -1.592 -0.693 0.014
C -2.321 0.259 0.867
N -2.861 1.025 1.546
H 2.431 1.347 -1.383
H 2.903 0.149 -0.160
H 2.205 1.703 0.337
H -2.206 -0.951 -0.856
H -1.444 -1.617 0.585
```

Calculated values
- DFT total energy: -6753.946 eV
- SMILES string: CC#CCC#N
- Energy above the lowest of the compared OMol25 structures with the same formula, charge and spin: 45.2 kcal/mol
- Strongest force on any atom: 1.39 eV/Å

---

Record 12
C3H2FHgNaO3 as an isolated structure at a distorted geometry, computed with wB97M-V/def2-TZVPD.

Structure (XYZ):
```
11
C3H2FHgNaO3 wB97M-V/def2-TZVPD
O -0.356 1.443 0.273
C 0.877 1.033 -0.055
C -1.226 0.325 0.224
O 1.898 1.434 0.462
O 0.755 0.113 -0.978
C -0.554 -0.519 -0.759
Na 3.373 -0.410 0.490
F -2.676 -0.442 0.097
H -1.587 0.452 1.255
H -1.017 -0.799 -1.707
Hg 0.512 -2.629 0.698
```

Calculated values
- DFT total energy: -20588.612 eV
- Strongest force on any atom: 5.12 eV/Å
- 2S+1: 3
- Expectation value of S²: 2.009

---

> What is the DFT total energy in the first record?

-31660.691 eV

---

> Which of these has the highest strongest force on any atom?

C29H54FN3O10P